(1)
Formula: C12H30BF4N2O4
Source: the Open Molecules 2025 dataset
Level of theory: ωB97M-V/def2-TZVPD

Last column: natural (NBO) charge in e.
Cartesian coordinates (Å):
B -0.160 -0.182 0.104  1.342
F -1.107 -1.223 -0.154  -0.582
F 1.103 -0.666 -0.380  -0.568
F -0.449 0.987 -0.528  -0.544
F -0.047 -0.019 1.491  -0.569
C 2.608 -2.204 2.648  -0.656
C 3.277 -3.582 2.223  0.305
N 3.696 -4.504 1.859  -0.386
H 3.176 -1.347 2.342  0.264
H 1.692 -2.106 2.291  0.244
H 2.616 -2.244 3.728  0.224
C 1.908 -1.161 -3.462  -0.683
C 2.199 -0.921 -5.024  0.299
N 2.475 -0.626 -6.028  -0.378
H 2.630 -1.876 -3.095  0.246
H 1.961 -0.256 -2.867  0.266
H 0.978 -1.741 -3.277  0.247
C 4.630 1.984 1.769  -0.650
C 3.299 1.342 1.399  -0.071
O 3.370 0.308 0.418  -0.799
H 4.881 2.658 2.591  0.223
H 4.954 2.520 0.810  0.202
H 5.235 1.080 1.935  0.213
H 2.458 1.897 1.050  0.170
H 2.740 1.039 2.315  0.145
H 2.428 0.095 -0.059  0.519
C -2.519 -4.466 -3.313  -0.619
C -2.329 -3.064 -2.685  -0.056
O -2.412 -3.267 -1.267  -0.699
H -1.627 -4.944 -3.089  0.203
H -2.631 -4.364 -4.358  0.195
H -3.366 -4.920 -2.779  0.213
H -3.121 -2.269 -2.959  0.147
H -1.406 -2.706 -2.941  0.153
H -1.781 -2.762 -1.092  0.462
C -0.153 4.870 2.469  -0.610
C -0.240 3.442 1.789  -0.054
O 0.172 2.590 2.698  -0.703
H 0.789 5.138 2.926  0.200
H -1.092 4.947 3.239  0.196
H -0.282 5.746 1.596  0.178
H 0.298 3.597 0.990  0.143
H -1.312 3.326 1.509  0.158
H 0.146 1.825 2.224  0.485
C -5.515 1.071 0.311  -0.635
C -3.990 0.562 -0.035  -0.057
O -3.045 1.565 0.360  -0.743
H -5.634 2.250 0.018  0.197
H -5.526 1.088 1.297  0.200
H -5.976 0.339 -0.496  0.218
H -4.029 0.537 -1.074  0.143
H -3.741 -0.473 0.445  0.178
H -2.229 1.091 0.119  0.486

As for the spin multiplicity: 1. The total charge is -1. As for the relative energy (zero: lowest compared OMol25 entry of this formula, charge and spin): 54.5 kJ/mol. As for the LUMO energy: 2.8 eV. Its HOMO-LUMO gap is 9.70 eV.

=====

(2)
Formula: C12H30BN4O6
Source: the Open Molecules 2025 dataset
Level of theory: ωB97M-V/def2-TZVPD

Last column: natural (NBO) charge in e.
Cartesian coordinates (Å):
N -0.567 -1.780 -2.976  -0.747
C -1.409 -1.634 -2.033  0.581
N -2.619 -0.872 -2.179  -0.889
N -1.247 -2.228 -0.804  -0.626
C 0.088 -2.562 -0.291  -0.226
C 0.310 -1.959 1.096  -0.415
C 0.022 -0.459 1.190  -0.383
C 0.874 0.390 0.242  -0.631
B 2.494 0.101 0.275  -0.158
C 3.292 1.261 -0.571  -0.428
N 4.510 0.830 -1.330  -0.860
H -0.899 -1.285 -3.797  0.332
H -3.307 -1.145 -1.487  0.356
H -2.412 0.112 -2.027  0.391
H -1.833 -1.819 -0.095  0.371
H 0.822 -2.181 -1.000  0.249
H 0.201 -3.649 -0.240  0.172
H 1.359 -2.116 1.357  0.244
H -0.301 -2.507 1.828  0.167
H -1.058 -0.292 1.033  0.144
H 0.213 -0.144 2.221  0.203
H 0.489 0.300 -0.787  0.176
H 0.721 1.446 0.515  0.185
H 2.769 -0.998 -0.240  -0.096
H 2.867 0.077 1.463  -0.086
H 3.623 2.087 0.075  0.158
H 2.620 1.734 -1.303  0.154
H 4.234 -0.020 -1.817  0.337
H 5.163 0.475 -0.635  0.327
C -3.980 0.527 -4.874  -0.255
O -4.270 1.868 -5.306  -0.498
C -3.981 2.793 -4.396  0.977
O -3.577 2.589 -3.281  -0.643
O -4.213 3.998 -4.925  -0.500
C -3.913 5.084 -4.042  -0.256
H -4.309 -0.119 -5.682  0.190
H -2.915 0.408 -4.693  0.203
H -4.511 0.297 -3.954  0.200
H -2.863 5.063 -3.756  0.199
H -4.525 5.027 -3.144  0.191
H -4.139 5.984 -4.605  0.190
C 1.467 -3.368 4.875  -0.253
O 1.649 -2.006 4.492  -0.477
C 2.167 -1.221 5.428  0.982
O 2.488 -1.564 6.542  -0.669
O 2.271 0.005 4.932  -0.473
C 2.862 0.963 5.807  -0.252
H 1.053 -3.856 3.998  0.202
H 2.420 -3.819 5.149  0.188
H 0.781 -3.442 5.718  0.183
H 3.874 0.663 6.074  0.188
H 2.270 1.070 6.716  0.182
H 2.877 1.891 5.244  0.202

As for the spin multiplicity: 1. The total charge is -1. As for the LUMO energy: 2.5 eV. Its HOMO-LUMO gap is 6.40 eV.

=====

(3)
Formula: C12H30F2K2NO10S2
Source: the Open Molecules 2025 dataset
Level of theory: ωB97M-V/def2-TZVPD

Last column: natural (NBO) charge in e.
Cartesian coordinates (Å):
K 8.656 0.704 1.897  0.999
K 8.240 3.747 -2.102  0.997
N 5.589 2.046 0.069  -1.154
S 4.493 1.233 -0.918  2.334
O 4.198 1.810 -2.236  -0.836
O 3.588 0.378 -0.186  -0.841
F 5.628 0.143 -1.194  -0.532
S 4.570 3.135 0.407  2.324
O 3.531 2.864 1.435  -0.840
O 4.322 4.246 -0.545  -0.882
F 5.662 3.971 1.336  -0.569
C -1.788 -4.388 0.488  -0.281
O -1.371 -3.069 0.041  -0.538
C -0.099 -2.632 0.499  -0.079
C 0.005 -2.563 2.018  -0.106
O 0.375 -3.878 2.548  -0.562
C 0.714 -3.815 3.978  -0.262
H -1.430 -5.228 -0.107  0.178
H -2.873 -4.495 0.493  0.187
H -1.732 -4.541 1.566  0.192
H -0.033 -1.621 0.096  0.198
H 0.735 -3.232 0.135  0.173
H -0.970 -2.202 2.347  0.182
H 0.713 -1.802 2.343  0.178
H 1.732 -3.512 4.223  0.170
H 0.596 -4.715 4.581  0.193
H -0.088 -3.170 4.338  0.178
C -5.248 -0.182 2.308  -0.241
O -4.053 0.507 2.247  -0.543
C -4.199 1.937 1.980  -0.083
C -2.881 2.552 2.416  -0.074
O -2.693 3.933 2.034  -0.561
C -1.496 4.554 2.523  -0.251
H -5.922 0.219 1.552  0.158
H -5.809 0.036 3.217  0.163
H -5.051 -1.231 2.085  0.197
H -4.945 2.263 2.705  0.166
H -4.647 2.200 1.021  0.186
H -1.968 1.982 2.245  0.180
H -2.949 2.736 3.488  0.169
H -0.744 4.341 1.763  0.174
H -1.138 4.114 3.454  0.166
H -1.575 5.638 2.613  0.194
C 1.758 -2.291 -4.877  -0.257
O 1.976 -0.907 -4.948  -0.533
C 0.811 -0.074 -5.114  -0.077
C -0.140 -0.070 -3.883  -0.080
O -1.106 0.935 -3.906  -0.554
C -1.695 1.387 -2.727  -0.249
H 1.063 -2.771 -5.566  0.173
H 1.489 -2.659 -3.887  0.168
H 2.693 -2.776 -5.157  0.184
H 0.296 -0.330 -6.039  0.166
H 1.035 0.973 -5.319  0.197
H 0.547 0.120 -3.058  0.161
H -0.635 -1.005 -3.621  0.168
H -1.079 2.129 -2.220  0.171
H -1.948 0.562 -2.061  0.169
H -2.713 1.767 -2.815  0.194

As for the spin multiplicity: 1. The total charge is +1. As for the relative energy (zero: lowest compared OMol25 entry of this formula, charge and spin): 429.9 kJ/mol. As for the LUMO energy: -5.2 eV. Its HOMO-LUMO gap is 5.18 eV.

=====

(4)
Formula: C12H30F2Li3N2O13S2
Source: the Open Molecules 2025 dataset
Level of theory: ωB97M-V/def2-TZVPD

Last column: natural (NBO) charge in e.
Cartesian coordinates (Å):
Li -0.018 2.981 -2.225  0.977
Li 2.777 -4.686 -3.156  0.998
Li -2.617 1.178 1.256  0.973
N 1.221 -0.087 -8.498  -0.983
S 1.407 -0.256 -6.772  2.336
O 1.669 -1.617 -6.285  -0.916
O 0.652 0.709 -5.997  -0.910
F 2.953 0.282 -6.845  -0.511
S 0.044 -1.152 -8.518  2.362
O -1.161 -0.990 -7.726  -0.920
O 0.372 -2.511 -8.892  -0.916
F -0.637 -0.687 -9.942  -0.537
N 0.415 -1.645 -0.059  0.729
O 1.208 -2.518 -0.406  -0.555
O -0.315 -1.648 0.921  -0.551
O 0.279 -0.692 -0.804  -0.605
C -5.030 -1.342 -0.709  -0.257
O -5.070 -0.774 0.606  -0.567
C -5.435 -1.706 1.588  -0.086
C -5.658 -0.928 2.908  -0.076
O -4.523 -0.063 3.290  -0.594
C -4.659 0.432 4.646  -0.275
H -5.969 -1.831 -0.971  0.190
H -4.218 -2.056 -0.844  0.184
H -4.732 -0.546 -1.392  0.185
H -4.685 -2.485 1.726  0.183
H -6.376 -2.218 1.391  0.187
H -5.973 -1.586 3.718  0.193
H -6.470 -0.222 2.737  0.179
H -5.448 1.125 4.936  0.190
H -3.698 0.734 5.064  0.197
H -4.815 -0.469 5.238  0.183
C 1.377 -6.138 5.595  -0.255
O 1.966 -4.892 6.021  -0.533
C 2.532 -4.178 4.907  -0.078
C 2.600 -2.692 5.172  -0.073
O 3.210 -2.357 6.386  -0.523
C 3.493 -0.977 6.440  -0.245
H 0.860 -6.611 6.430  0.198
H 2.216 -6.745 5.256  0.165
H 0.695 -6.151 4.744  0.164
H 1.962 -4.334 3.991  0.176
H 3.549 -4.530 4.732  0.167
H 1.604 -2.249 5.183  0.162
H 3.185 -2.350 4.319  0.161
H 2.626 -0.400 6.118  0.153
H 4.294 -0.623 5.791  0.162
H 3.723 -0.711 7.472  0.198
C 3.661 3.807 -1.343  -0.277
O 2.671 4.380 -2.263  -0.575
C 3.160 5.568 -2.730  -0.082
C 2.182 6.091 -3.730  -0.084
O 0.880 5.814 -3.274  -0.566
C -0.051 5.721 -4.429  -0.278
H 3.904 4.525 -0.560  0.195
H 4.436 3.166 -1.762  0.211
H 3.014 3.177 -0.733  0.173
H 4.076 5.298 -3.257  0.191
H 3.227 6.219 -1.859  0.170
H 2.299 5.433 -4.591  0.173
H 2.328 7.136 -4.005  0.194
H -0.008 4.727 -4.874  0.178
H -0.130 6.523 -5.163  0.216
H -1.034 5.626 -3.967  0.175

As for the spin multiplicity: 1. The total charge is +1. As for the relative energy (zero: lowest compared OMol25 entry of this formula, charge and spin): 860.8 kJ/mol. As for the LUMO energy: -5.4 eV. Its HOMO-LUMO gap is 4.77 eV.

=====

(5)
Formula: C12H30IOP2Sm
Source: the Open Molecules 2025 dataset
Level of theory: ωB97M-V/def2-TZVPD

Last column: Löwdin spin population.
Cartesian coordinates (Å):
C -0.202 -0.021 -5.925  0.000
I -0.736 0.113 -3.822  -0.001
H 0.882 0.082 -5.997  0.000
H -0.714 0.792 -6.453  0.000
H -0.535 -0.998 -6.291  0.000
Sm 0.307 0.012 0.058  5.161
P 0.135 2.519 -0.163  -0.034
C -1.426 3.243 -0.466  -0.004
C 0.792 3.116 1.367  -0.003
H 0.916 4.188 1.217  -0.001
H 1.351 3.998 -1.434  -0.002
H 1.765 2.647 1.597  0.000
H 2.240 2.437 -1.309  0.000
H -2.147 3.022 0.334  0.000
H 0.112 2.922 2.207  0.000
C 1.255 2.912 -1.465  -0.008
H -1.232 4.315 -0.511  -0.001
H 0.868 2.588 -2.443  0.000
H -1.857 2.895 -1.417  0.000
P 0.167 -2.516 0.205  -0.034
C -1.382 -3.297 0.015  -0.008
C 1.298 -3.080 -1.020  -0.003
H 1.796 -2.362 1.970  0.000
H 0.966 -3.951 1.822  -0.001
H 0.146 -2.566 2.611  0.000
C 0.830 -2.874 1.812  -0.004
H 2.275 -2.572 -0.936  0.000
H 1.409 -4.147 -0.828  -0.001
H -1.175 -4.360 0.126  -0.002
H -1.818 -3.095 -0.976  0.000
H 0.907 -2.911 -2.033  0.000
H -2.106 -2.968 0.776  0.000
C -1.928 -0.038 -0.324  0.003
O -3.162 -0.056 -0.509  0.018
C -2.282 1.563 3.220  0.000
C -0.952 0.913 3.609  -0.006
C -1.088 0.218 4.975  -0.004
C -0.471 -0.072 2.560  -0.057
H -3.058 0.799 3.104  0.000
H -2.187 2.103 2.268  0.000
H -2.597 2.277 3.983  0.000
H -0.184 1.700 3.751  0.000
H -1.837 -0.571 4.917  0.000
H -0.138 -0.215 5.265  0.000
H -1.386 0.936 5.733  -0.001
H 0.498 -0.457 2.909  -0.004
H -1.218 -0.893 2.549  -0.001

As for the spin multiplicity: 6. The total charge is +2. As for the relative energy (zero: lowest compared OMol25 entry of this formula, charge and spin): 328.6 kJ/mol. As for the LUMO energy (spin up / spin down): -8.2 / -8.0 eV. The expectation value of S² is 8.81. Its HOMO-LUMO gap (spin up / spin down) is 5.90 / 6.21 eV.

=====

(6)
Formula: C12H30KN2O4
Source: the Open Molecules 2025 dataset
Level of theory: ωB97M-V/def2-TZVPD

Last column: natural (NBO) charge in e.
Cartesian coordinates (Å):
K 0.623 -0.139 -1.058  0.933
C -0.794 3.069 1.052  -0.257
O -0.170 1.819 1.294  -0.578
C 0.899 1.947 2.221  -0.069
C 1.497 0.609 2.475  -0.242
N 2.090 0.025 1.266  -0.655
C 2.610 -1.323 1.501  -0.255
C 3.354 -1.832 0.319  -0.072
O 2.468 -2.265 -0.701  -0.573
C 3.146 -2.758 -1.841  -0.255
H -0.193 3.701 0.394  0.178
H -1.027 3.583 1.991  0.190
H -1.762 2.892 0.574  0.186
H 0.506 2.300 3.183  0.191
H 1.634 2.671 1.845  0.173
H 0.709 -0.057 2.836  0.207
H 2.246 0.679 3.279  0.192
H 2.870 0.630 1.016  0.352
H 1.772 -1.967 1.764  0.231
H 3.307 -1.305 2.354  0.186
H 4.003 -2.662 0.622  0.193
H 4.016 -1.045 -0.078  0.164
H 2.390 -3.175 -2.502  0.198
H 3.845 -3.551 -1.561  0.188
H 3.695 -1.957 -2.348  0.171
C -0.565 2.869 -3.190  -0.254
O -1.099 1.699 -2.599  -0.568
C -2.373 1.948 -2.036  -0.068
C -2.952 0.688 -1.434  -0.230
N -2.200 0.204 -0.295  -0.693
C -2.759 -0.930 0.401  -0.246
C -1.796 -1.511 1.413  -0.073
O -0.613 -2.086 0.863  -0.566
C -0.857 -3.187 0.015  -0.266
H -0.480 3.688 -2.467  0.172
H -1.167 3.189 -4.046  0.188
H 0.439 2.641 -3.549  0.191
H -3.047 2.319 -2.818  0.189
H -2.298 2.739 -1.274  0.164
H -2.989 -0.086 -2.206  0.200
H -3.987 0.924 -1.136  0.184
H -1.731 0.857 0.317  0.393
H -3.043 -1.706 -0.316  0.196
H -3.698 -0.673 0.921  0.183
H -2.332 -2.262 2.010  0.186
H -1.480 -0.730 2.110  0.189
H -1.427 -2.913 -0.875  0.165
H -1.398 -3.979 0.548  0.184
H 0.119 -3.588 -0.255  0.206

As for the spin multiplicity: 1. The total charge is +1. As for the relative energy (zero: lowest compared OMol25 entry of this formula, charge and spin): 0.0 kJ/mol. As for the LUMO energy: -2.5 eV. Its HOMO-LUMO gap is 9.14 eV.

=====

E across the listed records, respectively: -1310.0681 -1170.5833 -3477.8527 -2580.8972 -2188.0776 -1485.4137 a.u..